1.
116
Properties=species:S:1:pos:R:3:forces:R:3 method="wB97M-V/def2-TZVPD" fmax_ev_per_a=2.4 homo_lumo_gap_ha=0.3735 smiles="COC(=O)OC.COC(=O)OC.COC(=O)OC.O=C1OCCO1.O=C1OCCO1.O=C1OCCO1.O=C1OCCO1.O=C1OCCO1.O=C1OCCO1.O=C1OCCO1.O=C1OCCO1" lumo_ev=0.15
C -1.0755 -5.1335 -2.9327 -1.0 0.9 -1.2
O -0.7591 -5.1305 -1.5717 1.1 -0.2 0.3
C -1.4326 -4.3352 -0.7520 -0.2 -1.0 0.1
O -2.3389 -3.6102 -1.0663 -0.1 0.6 -0.1
O -1.0161 -4.6035 0.4810 0.3 0.6 0.0
C -1.7898 -4.0286 1.5219 -1.0 0.3 1.0
H -2.0387 -5.6309 -3.0756 0.2 -0.2 -0.2
H -0.2893 -5.5685 -3.5458 0.1 -0.5 0.6
H -1.1831 -4.1279 -3.3587 -0.1 0.1 0.4
H -2.7776 -4.4918 1.5641 0.1 -0.2 0.0
H -1.9729 -2.9515 1.5003 0.4 0.0 -0.7
H -1.3107 -4.1828 2.4862 0.3 -0.4 -0.3
C -2.8438 1.7504 -2.0353 1.2 1.3 0.8
O -3.7225 2.3773 -2.9653 -0.8 -0.9 0.1
C -3.7477 3.6966 -2.9514 0.6 0.9 -1.5
O -2.8968 4.4233 -2.5178 -0.2 -0.1 0.8
O -4.7812 4.1132 -3.7191 -0.3 -1.0 0.4
C -4.9940 5.5087 -3.7706 0.9 0.7 -0.5
H -2.9282 0.6727 -2.0739 -0.3 0.1 -0.2
H -2.9868 2.1647 -1.0336 -0.6 -0.4 0.1
H -1.8139 2.0835 -2.2042 0.0 -0.4 -0.5
H -5.5084 5.8637 -2.8785 0.0 0.0 -0.1
H -5.5269 5.7496 -4.6891 -0.4 -0.4 0.2
H -4.0235 5.9981 -3.8982 -0.1 0.1 0.4
C 0.2890 8.2884 2.8852 0.3 -0.1 2.3
O -0.3256 7.2633 2.1453 0.3 0.4 -0.6
C -1.4265 6.7034 2.6275 -0.4 -0.9 0.4
O -1.9294 6.8546 3.7108 0.1 0.7 0.2
O -1.8534 5.8539 1.7161 0.4 -0.2 -1.2
C -3.1369 5.2773 1.8259 -0.8 0.4 0.5
H 0.8456 7.8889 3.7460 0.2 -0.5 -0.4
H -0.4156 8.8952 3.4602 -0.3 0.4 -0.9
H 1.0090 8.8396 2.2943 -0.4 0.0 -0.5
H -3.7774 5.9874 2.3533 -0.1 -0.3 0.1
H -3.1295 4.3108 2.3250 0.3 0.1 0.1
H -3.5558 5.1331 0.8319 0.4 0.1 -0.2
O -1.2004 2.8403 1.3620 0.1 0.2 -0.7
C -0.7403 1.9010 0.7810 0.1 -1.0 1.8
O -1.3826 0.7152 0.7071 -1.1 -0.2 -0.2
C -0.5896 -0.2996 0.1084 -0.1 -0.3 -0.2
C 0.6640 0.4577 -0.3019 -1.0 1.4 -1.2
O 0.4935 1.7462 0.3440 1.1 0.4 0.4
H -0.4507 -1.1387 0.7913 0.2 0.3 0.4
H -1.1477 -0.6945 -0.7430 0.2 0.1 -0.2
H 0.5529 0.8151 -1.3258 0.6 -1.0 -0.4
H 1.6326 0.0134 -0.1110 0.0 0.1 0.3
O 4.2333 0.0320 -0.4528 -0.6 -1.0 0.2
C 5.0086 -0.3040 0.3859 1.1 0.2 -0.3
O 6.0226 0.5097 0.7314 -0.2 0.3 -0.2
C 6.7360 -0.0051 1.8308 -0.6 -0.9 0.4
C 6.2794 -1.4926 1.8668 0.4 1.3 0.8
O 5.1257 -1.5139 1.0315 -0.4 0.6 -0.9
H 7.8003 0.0966 1.6428 0.0 0.2 0.3
H 6.3558 0.4655 2.7383 0.5 0.4 -0.1
H 5.9341 -1.6840 2.8804 0.3 -0.6 -0.1
H 7.1172 -2.1059 1.5418 -0.6 -0.6 -0.2
O -0.9901 -1.5329 3.3220 0.7 -0.5 -0.1
C -1.1394 -0.5210 3.9276 -1.6 1.1 0.6
O -1.9512 0.4813 3.4980 0.5 -0.5 -0.5
C -2.1689 1.3946 4.5540 -0.4 1.0 -0.1
C -0.9828 1.1311 5.4236 0.0 0.8 0.9
O -0.6806 -0.2379 5.1744 0.3 -0.4 -0.4
H -2.1633 2.4401 4.2394 0.2 -0.2 -0.6
H -3.1650 1.2457 4.9764 0.2 -0.5 0.3
H -1.2136 1.3544 6.4651 0.2 -0.6 0.1
H -0.1316 1.7569 5.1536 0.1 -0.2 -0.2
O -4.4535 -1.1958 3.7409 0.2 -0.2 0.4
C -4.5805 -1.4901 2.6004 -1.1 0.5 0.0
O -4.8220 -2.7304 2.1220 -0.1 0.0 -0.2
C -4.8911 -2.6627 0.6734 1.5 0.3 0.4
C -4.2846 -1.2888 0.4208 -0.3 -0.3 -1.2
O -4.6510 -0.5839 1.5950 0.8 0.2 -0.2
H -4.1756 -3.4151 0.3495 -0.7 -0.2 -0.5
H -5.8940 -2.7196 0.2608 -0.2 -0.4 0.4
H -4.6823 -0.8399 -0.4897 -0.3 0.3 0.3
H -3.2075 -1.3394 0.2433 0.1 0.1 0.6
O 0.6648 -1.1484 -3.0538 0.6 -0.3 0.3
C -0.2553 -1.3809 -3.7568 -1.4 0.8 0.1
O -1.5254 -0.9555 -3.4907 0.4 0.0 0.8
C -2.4083 -1.3652 -4.4893 -0.8 0.4 -1.6
C -1.4931 -1.9309 -5.5990 -1.1 -0.7 1.3
O -0.2449 -2.0320 -4.9156 0.8 -0.2 -1.1
H -3.1555 -2.1033 -4.1929 0.3 -0.1 0.6
H -2.9713 -0.5102 -4.8707 0.1 0.1 0.2
H -1.5012 -1.3325 -6.5041 0.6 0.1 0.0
H -1.8473 -2.9422 -5.7863 0.3 0.0 -0.5
O 2.4323 -6.0774 0.0613 -0.1 -0.3 -0.4
C 2.7557 -5.1675 -0.6273 1.3 0.2 0.4
O 2.0028 -4.1055 -0.9062 -0.9 0.6 0.3
C 2.7860 -3.0341 -1.3805 1.2 0.7 -0.9
C 4.1276 -3.7127 -1.7292 -1.4 0.5 -0.4
O 4.0207 -4.9985 -1.1562 -0.5 -0.5 0.6
H 2.3765 -2.5771 -2.2787 -0.5 -0.2 0.1
H 2.9793 -2.1999 -0.7027 -0.6 -0.4 0.7
H 4.9244 -3.1267 -1.2788 0.4 -0.4 -0.4
H 4.0892 -3.8085 -2.8154 1.0 0.0 0.0
O 1.9427 2.9317 -2.5003 0.5 -1.0 -0.5
C 2.9505 2.3523 -2.7979 -2.0 -0.6 -0.1
O 3.0395 1.0733 -3.3224 0.0 0.6 -0.3
C 4.4136 0.7894 -3.6496 -0.1 0.0 1.3
C 5.1522 1.9333 -2.9387 0.2 -0.4 -1.4
O 4.1350 2.8792 -2.6748 1.7 0.7 0.6
H 4.6952 -0.1373 -3.1490 -0.2 -0.2 -0.3
H 4.6284 0.7114 -4.7139 -0.5 0.2 -0.1
H 5.8357 2.3988 -3.6458 0.4 0.1 0.4
H 5.6361 1.5437 -2.0489 0.0 0.5 0.3
O 2.3485 0.3273 3.4757 0.1 -0.2 0.1
C 2.3244 -0.8496 3.2723 0.6 0.9 1.1
O 2.8625 -1.7777 4.1120 -0.3 -0.1 -0.2
C 2.5054 -3.0786 3.6319 1.9 -0.8 -0.1
C 1.9675 -2.8162 2.2386 -1.7 -0.8 0.7
O 1.8021 -1.4020 2.2006 -0.1 -0.7 -1.2
H 3.3984 -3.7001 3.4911 0.3 0.4 0.3
H 1.9676 -3.6640 4.3753 -0.9 0.6 -0.2
H 0.9862 -3.2885 2.1666 0.0 0.2 -0.4
H 2.5999 -3.2216 1.4556 0.2 0.5 -0.1



2.
43
Properties=species:S:1:pos:R:3:forces:R:3 method="wB97M-V/def2-TZVPD" fmax_ev_per_a=0.2 homo_lumo_gap_ha=0.2660 charge=-1 lumo_ev=2.28
Cd 0.4193 1.0780 0.3734 -0.2 -0.1 -0.1
S 1.1752 3.0958 -0.7804 0.1 0.0 -0.1
C -0.1599 4.0723 -0.2145 0.0 0.0 0.0
C -0.2005 5.3756 -0.8171 0.0 0.0 0.0
N -0.2057 6.4090 -1.3239 0.0 0.0 0.0
C -1.1265 3.7559 0.6927 0.0 0.0 0.0
S -1.3259 2.2766 1.6127 0.0 -0.1 0.0
C -2.1320 4.7370 0.9864 0.0 0.0 0.0
N -2.9558 5.4967 1.2509 0.0 0.0 0.0
F 2.4653 2.7973 2.5514 0.0 0.0 0.0
C 3.1772 1.9434 3.2719 0.0 0.0 0.1
F 4.4617 2.0523 2.9389 0.0 0.0 0.0
F 3.0438 2.2482 4.5658 0.0 0.0 0.0
S 2.5871 0.2112 3.0424 0.2 0.1 -0.1
O 1.1815 0.2218 3.3267 -0.2 0.0 0.0
O 3.4560 -0.6005 3.8339 0.0 0.0 0.0
N 2.8553 0.1318 1.4626 0.1 -0.1 0.1
S 2.5466 -1.1733 0.6598 -0.1 0.1 0.0
O 3.0348 -2.4168 1.1617 0.0 0.0 0.0
O 1.1537 -1.1552 0.1949 0.1 0.1 0.1
C 3.5162 -0.8000 -0.8628 0.0 -0.1 0.0
F 3.3004 -1.7771 -1.7480 0.0 0.0 0.0
F 4.8152 -0.7491 -0.5927 0.0 0.0 0.0
F 3.1336 0.3528 -1.4002 0.0 0.0 0.0
O -0.7132 -0.0604 -1.5063 0.0 0.1 0.0
C -1.8471 -0.4882 -1.6303 -0.1 0.0 0.1
C -2.8299 -0.5376 -0.4979 0.0 0.0 -0.1
C -2.4610 -1.8540 0.2277 0.0 0.0 0.0
C -2.3331 -3.1115 -0.6567 0.0 0.0 0.0
C -1.1251 -3.1472 -1.6153 0.0 0.0 0.0
C -1.3430 -2.3989 -2.9422 0.0 0.0 0.0
N -2.2094 -1.2231 -2.7437 0.0 0.0 0.0
H -3.8561 -0.5810 -0.8715 0.0 0.0 0.0
H -2.7246 0.3197 0.1660 0.0 0.0 0.0
H -3.2119 -2.0359 0.9984 0.0 0.0 0.0
H -1.5083 -1.7017 0.7427 0.0 0.0 0.0
H -3.2671 -3.2770 -1.2098 0.0 0.0 0.0
H -2.2416 -3.9610 0.0230 0.0 0.0 0.0
H -0.8701 -4.1854 -1.8395 0.0 0.0 0.0
H -0.2629 -2.7208 -1.1001 0.0 0.0 0.0
H -1.8427 -3.0335 -3.6749 0.0 0.0 0.0
H -0.3925 -2.0835 -3.3681 0.0 0.0 0.0
H -3.1771 -1.5031 -2.6883 0.0 0.0 0.0



3.
67
Properties=species:S:1:pos:R:3:forces:R:3 method="wB97M-V/def2-TZVPD" multiplicity=3 fmax_ev_per_a=0.3 homo_lumo_gap_ha="0.1997 / 0.2123" charge=-1 lumo_ev="2.96 / 1.42"
Ni -0.4978 0.5630 0.0147 0.0 0.0 0.2
N 2.2956 -3.3265 -0.6676 0.0 -0.1 0.0
C 1.8162 -2.0560 -0.9637 -0.2 0.1 0.0
S 1.1285 -1.8325 -2.5363 0.0 0.0 0.2
N 1.9464 -1.1960 -0.0012 -0.1 -0.1 0.0
N 1.3783 0.0602 -0.1685 -0.1 -0.1 0.1
C 2.2153 1.0896 -0.1334 0.0 0.1 0.1
C 3.6784 0.9197 -0.2509 0.1 0.0 0.0
C 4.5464 1.5055 0.6684 0.0 0.0 0.0
C 5.9198 1.3460 0.5548 0.0 0.0 0.0
C 6.4490 0.5909 -0.4819 0.0 0.0 0.0
C 5.5912 -0.0015 -1.4005 0.0 0.0 0.0
C 4.2202 0.1597 -1.2878 0.0 0.0 -0.1
C 1.6054 2.3541 0.0142 0.1 0.1 -0.1
C 2.2641 3.6029 -0.1294 0.0 -0.1 0.1
C 1.5834 4.7654 0.0734 0.0 0.0 0.0
C 0.2096 4.7111 0.4164 0.0 0.0 0.0
C -0.3979 3.4841 0.4602 0.0 0.0 0.0
N 0.2384 2.3214 0.2420 0.0 -0.1 -0.2
H 2.5552 -3.8644 -1.4765 0.0 0.0 0.0
H 2.9381 -3.3491 0.1094 0.1 0.0 0.0
H 4.1349 2.0814 1.4882 0.0 0.0 0.0
H 6.5761 1.8085 1.2811 0.0 0.0 0.0
H 7.5199 0.4617 -0.5714 0.0 0.0 0.0
H 5.9918 -0.5910 -2.2159 0.0 0.0 0.0
H 3.5547 -0.2904 -2.0150 0.0 0.0 0.0
H 3.3075 3.6110 -0.4100 0.0 0.0 0.0
H 2.0850 5.7186 -0.0402 0.0 0.0 0.0
H -0.3654 5.6033 0.6146 0.0 0.0 0.0
H -1.4535 3.4040 0.6792 0.0 0.0 -0.1
C -1.3816 1.5329 3.1688 0.1 0.0 -0.1
N -2.6903 0.9152 3.3060 0.1 -0.1 0.1
C -3.6755 1.8539 3.7916 0.0 0.0 0.1
C -3.1160 0.1819 2.1185 -0.1 -0.1 -0.1
C -3.3438 0.9960 0.8639 -0.1 -0.1 0.0
C -4.6200 1.5217 0.6404 0.0 0.0 0.0
C -4.9077 2.2746 -0.4859 0.0 0.0 0.0
C -3.8940 2.5027 -1.4086 0.0 0.0 0.0
C -2.6293 1.9802 -1.1807 0.0 0.0 -0.1
C -2.3086 1.2116 -0.0514 0.1 0.0 -0.2
H -0.8378 1.4926 4.1171 0.0 0.1 0.0
H -1.4442 2.5853 2.8571 0.0 -0.1 0.0
H -0.7884 1.0120 2.4056 -0.1 0.1 0.3
H -3.3446 2.2634 4.7493 0.0 0.0 0.0
H -4.6288 1.3467 3.9531 0.0 0.0 0.0
H -3.8488 2.6982 3.1049 0.0 0.0 0.0
H -4.0435 -0.3361 2.3850 0.0 0.0 0.0
H -2.3637 -0.5773 1.9127 -0.2 0.2 0.0
H -5.4061 1.3180 1.3609 0.0 0.0 0.0
H -5.9035 2.6711 -0.6437 0.0 0.0 0.0
H -4.0873 3.0862 -2.3016 0.0 0.0 0.0
H -1.8565 2.1842 -1.9175 0.0 0.0 0.0
C -0.3007 -1.9014 2.2242 0.0 -0.2 0.0
C -0.8105 -2.2146 0.8610 0.2 0.1 0.0
C -1.1200 -3.5028 0.3350 0.0 0.0 0.0
C -1.5400 -3.3075 -0.9489 0.0 0.0 0.0
C -1.4918 -1.8936 -1.1855 0.1 0.0 0.0
C -2.0278 -1.1766 -2.3670 0.0 0.1 0.0
N -1.0445 -1.2690 -0.0680 -0.2 0.1 -0.1
H -1.1216 -1.7059 2.9214 0.1 0.0 0.0
H 0.3448 -1.0276 2.1975 0.1 0.1 0.0
H 0.2729 -2.7450 2.6075 0.0 0.0 0.0
H -0.9923 -4.4350 0.8588 0.0 0.0 0.0
H -1.8368 -4.0464 -1.6741 0.0 0.0 0.0
H -1.9097 -1.7915 -3.2580 0.0 0.0 0.0
H -1.4981 -0.2392 -2.5147 0.0 0.0 0.0
H -3.0891 -0.9512 -2.2233 0.0 0.0 0.0



Per-record E_tot, eV: -102598.420, -93033.528, -90358.526